[1]
A cluster of 2 separate species, C28H32N3O in total, computed with ωB97M-V with the def2-TZVPD basis set.

Summary:
- total charge = +1
- frontier orbital gap (eV) = 4.8
- LUMO level (eV) = -5.71
- energy above the lowest of the compared OMol25 structures with the same formula, charge and spin (kcal/mol) = 31.2
- E_HOMO (eV) = -10.516
- strongest force on any atom (Eh/bohr) = 0.0436

Positions of all 64 atoms, in Å:
C1 5.85 -3.59 0.38
N1 4.90 -3.43 1.47
C2 5.47 -3.73 2.77
C3 3.83 -2.52 1.35
C4 2.55 -2.95 0.93
C5 1.49 -2.06 0.89
C6 1.66 -0.70 1.26
C7 0.57 0.20 1.46
C8 0.68 1.65 1.41
C9 -0.40 2.21 2.17
C10 -0.46 3.57 2.43
C11 0.49 4.41 1.83
C12 1.49 3.87 0.99
C13 1.60 2.49 0.79
C14 -1.26 1.11 2.61
C15 -0.69 -0.12 2.11
C16 -1.32 -1.33 2.40
C17 -2.48 -1.32 3.18
C18 -3.00 -0.12 3.71
C19 -2.37 1.10 3.43
C20 2.98 -0.27 1.58
C21 4.03 -1.16 1.66
H1 5.43 -3.20 -0.55
H2 6.80 -3.08 0.61
H3 6.07 -4.66 0.26
H4 4.76 -3.46 3.56
H5 5.68 -4.80 2.82
H6 6.42 -3.19 2.92
H7 2.42 -4.01 0.68
H8 0.50 -2.40 0.58
H9 -1.25 3.94 3.08
H10 0.46 5.48 2.01
H11 2.20 4.55 0.50
H12 2.37 2.06 0.15
H13 -0.90 -2.26 2.01
H14 -3.00 -2.26 3.39
H15 -3.89 -0.14 4.33
H16 -2.73 2.06 3.83
H17 3.15 0.77 1.84
H18 5.03 -0.82 1.96
C22 -5.46 -0.30 -3.47
N2 -4.43 0.55 -2.94
C23 -4.80 1.93 -2.69
C24 -3.22 -0.02 -2.71
C25 -2.06 0.89 -2.27
C26 -1.68 1.92 -3.36
C27 -0.41 1.35 -4.05
C28 -0.13 0.00 -3.35
N3 -0.92 0.03 -2.14
O1 -3.05 -1.23 -2.88
H19 -5.05 -1.30 -3.59
H20 -6.31 -0.32 -2.78
H21 -5.82 0.09 -4.43
H22 -4.00 2.47 -2.17
H23 -5.03 2.45 -3.64
H24 -5.71 1.96 -2.08
H25 -2.38 1.37 -1.34
H26 -2.47 2.07 -4.10
H27 -1.45 2.88 -2.90
H28 -0.56 1.20 -5.12
H29 0.44 2.03 -3.89
H30 -0.46 -0.83 -4.00
H31 0.94 -0.16 -3.13
H32 -1.08 -0.88 -1.72

***

[2]
An isolated molecule of C28H32N4O2, computed with ωB97M-V with the def2-TZVPD basis set.

Summary:
- frontier orbital gap (eV) = 5.9
- LUMO level (eV) = 0.19
- energy above the lowest of the compared OMol25 structures with the same formula, charge and spin (kcal/mol) = 163.7
- E_HOMO (eV) = -5.744
- strongest force on any atom (Eh/bohr) = 0.0644
- structure (SMILES) = COc1ccc([C@H](/C(C[N+]23CCN(CC2)CC3)=C(\C)[O-])[C@@](C)(C#N)c2ccc(C#N)cc2)cc1

Positions of all 66 atoms, in Å:
C1 5.33 -2.38 -0.63
O1 4.79 -1.92 0.64
C2 3.55 -1.36 0.69
C3 3.28 -0.54 1.81
C4 2.21 0.34 1.74
C5 1.36 0.34 0.63
C6 0.26 1.42 0.52
C7 -1.08 0.79 0.54
C8 -1.35 -0.16 1.65
N1 -2.38 -1.27 1.41
C9 -3.84 -0.80 1.30
C10 -4.73 -1.99 1.06
N2 -3.96 -3.25 1.16
C11 -2.94 -3.29 0.08
C12 -2.02 -2.08 0.17
C13 -3.29 -3.32 2.49
C14 -2.32 -2.19 2.66
C15 -2.26 1.57 0.15
C16 -2.67 2.69 1.08
O2 -2.95 1.26 -0.85
C17 0.65 2.47 -0.49
C18 -0.47 3.33 -1.10
C19 1.55 3.38 0.26
N3 2.16 4.14 0.90
C20 1.51 1.93 -1.68
C21 0.93 1.63 -2.92
C22 1.74 1.60 -4.07
C23 3.12 1.77 -3.96
C24 3.95 1.86 -5.13
N4 4.64 1.97 -6.07
C25 3.70 1.83 -2.69
C26 2.90 1.88 -1.55
C27 1.46 -0.69 -0.31
C28 2.57 -1.53 -0.32
H1 6.33 -2.71 -0.38
H2 4.74 -3.21 -1.04
H3 5.38 -1.56 -1.36
H4 3.96 -0.55 2.65
H5 2.05 1.05 2.55
H6 0.28 1.91 1.52
H7 -0.43 -0.68 1.94
H8 -1.69 0.38 2.56
H9 -4.07 -0.30 2.25
H10 -3.90 -0.10 0.47
H11 -5.54 -2.02 1.80
H12 -5.16 -1.95 0.05
H13 -2.36 -4.21 0.18
H14 -3.47 -3.29 -0.87
H15 -2.13 -1.40 -0.68
H16 -0.96 -2.38 0.27
H17 -4.07 -3.28 3.26
H18 -2.77 -4.28 2.55
H19 -1.29 -2.54 2.75
H20 -2.58 -1.55 3.51
H21 -3.36 2.31 1.85
H22 -1.81 3.12 1.60
H23 -3.19 3.47 0.51
H24 0.04 4.07 -1.73
H25 -1.18 2.77 -1.72
H26 -0.98 3.89 -0.30
H27 -0.15 1.44 -3.00
H28 1.29 1.48 -5.05
H29 4.79 1.86 -2.58
H30 3.37 1.89 -0.56
H31 0.71 -0.79 -1.10
H32 2.72 -2.28 -1.10

***

[3]
A structure of composition C28H32N6O3RuS2, computed with ωB97M-V with the def2-TZVPD basis set.

Summary:
- total charge = +1
- frontier orbital gap (alpha / beta) (eV) = 6.5 / 6.5
- LUMO level (alpha / beta) (eV) = -3.46 / -3.45
- energy above the lowest of the compared OMol25 structures with the same formula, charge and spin (kcal/mol) = 0.0
- E_HOMO (alpha / beta) (eV) = -9.978 / -9.969
- 2S+1 = 2
- strongest force on any atom (Eh/bohr) = 0.0159

Positions of all 72 atoms, in Å:
Ru1 -0.92 -0.67 -1.12
N1 1.38 7.36 0.79
C1 1.26 6.16 0.15
C2 1.72 4.98 0.75
C3 1.64 3.78 0.08
C4 1.09 3.73 -1.19
C5 0.62 4.89 -1.80
C6 0.71 6.09 -1.14
S1 0.97 2.20 -2.03
O1 0.76 2.43 -3.42
O2 2.09 1.38 -1.61
N2 -0.33 1.43 -1.39
C7 -1.59 1.76 -1.77
N3 -2.02 2.93 -2.22
C8 -3.32 3.01 -2.50
C9 -4.21 1.96 -2.34
C10 -3.69 0.76 -1.88
N4 -2.40 0.67 -1.60
H1 1.64 7.39 1.76
H2 0.93 8.17 0.41
H3 2.17 5.03 1.74
H4 2.02 2.87 0.53
H5 0.20 4.83 -2.80
H6 0.37 7.00 -1.62
H7 -3.66 3.97 -2.87
H8 -5.26 2.07 -2.58
H9 -4.29 -0.13 -1.73
C11 -0.49 0.28 3.00
C12 -1.15 -0.70 3.72
C13 -1.90 -1.64 3.04
C14 -2.00 -1.60 1.64
N5 -1.28 -0.69 0.96
C15 -0.57 0.24 1.63
C16 -2.89 -2.60 0.97
C17 -3.91 -3.19 1.72
C18 -4.74 -4.16 1.19
C19 -4.59 -4.58 -0.13
C20 -3.62 -3.99 -0.90
C21 -2.78 -3.00 -0.37
H10 0.09 1.06 3.49
H11 -1.09 -0.74 4.80
H12 -2.39 -2.42 3.59
H13 -0.07 0.97 1.01
H14 -4.10 -2.88 2.74
H15 -5.52 -4.59 1.80
H16 -5.24 -5.35 -0.54
H17 -3.50 -4.26 -1.95
C22 5.01 -0.42 1.13
C23 4.63 -0.25 -0.34
C24 3.58 -1.22 -0.84
S2 2.00 -1.01 0.01
O3 0.98 -1.57 -1.00
C25 2.09 -2.28 1.32
C26 1.48 -3.62 0.93
C27 2.28 -4.40 -0.10
H18 5.80 0.27 1.40
H19 5.36 -1.44 1.33
H20 4.16 -0.22 1.79
H21 5.52 -0.39 -0.96
H22 4.28 0.77 -0.53
H23 3.88 -2.26 -0.76
H24 3.30 -0.99 -1.87
H25 1.54 -1.84 2.16
H26 3.13 -2.36 1.61
H27 0.47 -3.46 0.57
H28 1.40 -4.20 1.85
H29 2.30 -3.89 -1.06
H30 1.83 -5.38 -0.26
H31 3.31 -4.56 0.23
N6 -1.52 -2.20 -2.44
C28 -1.89 -2.29 -1.23
H32 -1.08 -2.97 -2.94

***

[4]
A structure of composition C28H32N6RhSe, computed with ωB97M-V with the def2-TZVPD basis set.

Summary:
- total charge = +1
- frontier orbital gap (alpha / beta) (eV) = 7.5 / 6.1
- LUMO level (alpha / beta) (eV) = -2.23 / -4.32
- energy above the lowest of the compared OMol25 structures with the same formula, charge and spin (kcal/mol) = 0.0
- E_HOMO (alpha / beta) (eV) = -9.703 / -10.441
- 2S+1 = 5
- strongest force on any atom (Eh/bohr) = 0.0117

Positions of all 68 atoms, in Å:
Rh1 0.63 0.78 -0.54
C1 4.86 0.58 -1.73
C2 5.26 1.91 -1.67
C3 4.33 2.89 -1.35
C4 3.00 2.55 -1.09
C5 2.58 1.21 -1.12
C6 3.54 0.25 -1.45
C7 2.01 3.61 -0.77
C8 2.34 4.99 -0.88
C9 1.42 5.94 -0.58
C10 0.12 5.55 -0.16
C11 -0.88 6.48 0.17
C12 -2.12 6.05 0.57
C13 -2.39 4.67 0.64
C14 -1.43 3.75 0.32
C15 -0.15 4.17 -0.10
N1 0.79 3.23 -0.41
H1 5.57 -0.19 -1.98
H2 6.28 2.18 -1.87
H3 4.67 3.91 -1.31
H4 3.26 -0.80 -1.48
H5 3.32 5.28 -1.22
H6 1.66 6.99 -0.67
H7 -0.65 7.54 0.11
H8 -2.89 6.77 0.82
H9 -3.37 4.34 0.95
H10 -1.63 2.70 0.36
C16 -4.30 0.01 -0.98
N2 -3.79 0.13 0.37
C17 -4.73 0.70 1.33
C18 -2.44 0.32 0.52
N3 -1.61 0.45 -0.46
N4 -2.02 0.31 1.84
C19 -0.77 0.60 2.38
N5 -0.78 0.58 3.74
N6 0.27 0.81 1.67
H11 -5.33 -0.32 -0.94
H12 -3.74 -0.74 -1.53
H13 -4.27 0.96 -1.53
H14 -5.72 0.33 1.09
H15 -4.75 1.80 1.29
H16 -4.53 0.40 2.35
H17 -2.10 0.51 -1.35
H18 -2.69 -0.05 2.49
H19 -1.64 0.63 4.26
H20 0.06 0.78 4.25
H21 1.08 1.04 2.22
C20 0.47 -7.96 -0.01
C21 0.56 -6.47 -0.16
C22 1.58 -5.75 0.47
C23 1.69 -4.38 0.34
C24 2.82 -3.67 1.03
C25 0.73 -3.69 -0.44
Se1 0.88 -1.84 -0.60
C26 -0.30 -4.40 -1.09
C27 -1.35 -3.75 -1.95
C28 -0.36 -5.78 -0.93
H22 1.26 -8.35 0.63
H23 0.54 -8.44 -0.98
H24 -0.49 -8.24 0.42
H25 2.31 -6.29 1.06
H26 3.42 -4.38 1.60
H27 2.45 -2.90 1.71
H28 3.46 -3.16 0.31
H29 -1.26 -2.67 -1.96
H30 -2.34 -4.03 -1.60
H31 -1.25 -4.11 -2.98
H32 -1.16 -6.33 -1.42

***

[5]
A cluster of 2 separate species, C28H32NO3S in total, computed with ωB97M-V with the def2-TZVPD basis set.

Summary:
- total charge = +1
- frontier orbital gap (eV) = 5.4
- LUMO level (eV) = -4.54
- energy above the lowest of the compared OMol25 structures with the same formula, charge and spin (kcal/mol) = 9.5
- E_HOMO (eV) = -9.973
- strongest force on any atom (Eh/bohr) = 0.0433

Positions of all 65 atoms, in Å:
C1 1.23 4.79 3.67
N1 0.49 3.79 4.42
C2 0.01 4.25 5.71
C3 -0.04 2.64 3.80
C4 0.62 1.39 3.94
C5 0.17 0.28 3.25
C6 -0.89 0.38 2.33
C7 -1.26 -0.87 1.56
C8 -2.03 -0.75 0.35
S1 -2.97 -2.13 -0.02
C9 -4.42 -1.96 1.12
C10 -3.87 -1.73 -1.55
O1 -0.84 -1.98 1.93
C11 -1.63 1.57 2.28
C12 -1.20 2.69 3.00
H1 1.69 4.33 2.79
H2 0.57 5.61 3.35
H3 2.01 5.21 4.32
H4 -0.41 3.41 6.28
H5 0.86 4.68 6.27
H6 -0.75 5.03 5.60
H7 1.50 1.34 4.56
H8 0.67 -0.67 3.39
H9 -2.42 0.21 -0.05
H10 -5.06 -2.81 0.86
H11 -4.07 -2.04 2.15
H12 -4.96 -1.02 0.96
H13 -4.53 -2.60 -1.73
H14 -4.46 -0.82 -1.42
H15 -3.15 -1.64 -2.37
H16 -2.53 1.63 1.67
H17 -1.75 3.63 2.94
C13 6.15 -1.61 1.06
O2 5.07 -0.73 1.46
C14 3.87 -0.77 0.83
C15 2.94 0.26 1.12
C16 1.75 0.34 0.45
C17 1.37 -0.65 -0.51
C18 0.17 -0.51 -1.28
C19 0.09 -0.82 -2.67
C20 -1.14 -0.62 -3.36
C21 -1.26 -0.99 -4.69
C22 -0.14 -1.51 -5.38
O3 -0.41 -1.96 -6.63
C23 -1.86 -1.77 -6.85
C24 -2.43 -1.07 -5.62
C25 1.13 -1.58 -4.77
C26 1.23 -1.22 -3.45
C27 2.27 -1.75 -0.70
C28 3.50 -1.80 -0.09
H18 6.97 -1.32 1.71
H19 5.89 -2.66 1.22
H20 6.43 -1.44 0.01
H21 3.22 1.00 1.87
H22 1.12 1.22 0.57
H23 -0.61 0.15 -0.91
H24 -1.98 -0.12 -2.87
H25 -1.98 -1.19 -7.77
H26 -2.30 -2.77 -6.99
H27 -3.25 -1.63 -5.17
H28 -2.80 -0.07 -5.88
H29 1.99 -1.92 -5.34
H30 2.21 -1.19 -2.99
H31 2.01 -2.52 -1.44
H32 4.20 -2.61 -0.32

***

[6]
A cluster of 6 separate species, C28H32O8S2 in total, computed with ωB97M-V with the def2-TZVPD basis set.

Summary:
- frontier orbital gap (eV) = 9.3
- LUMO level (eV) = 0.04
- energy above the lowest of the compared OMol25 structures with the same formula, charge and spin (kcal/mol) = 27.4
- E_HOMO (eV) = -9.224
- strongest force on any atom (Eh/bohr) = 0.0848
- structure (SMILES) = O=S1(=O)OCCO1.O=S1(=O)OCCO1.c1ccccc1.c1ccccc1.c1ccccc1.c1ccccc1

Positions of all 70 atoms, in Å:
O1 1.35 3.41 -3.68
S1 2.36 3.76 -2.68
O2 3.80 3.56 -2.95
O3 2.08 5.27 -2.13
C1 2.27 5.37 -0.74
C2 2.51 3.97 -0.15
O4 2.02 3.14 -1.19
H1 3.15 6.01 -0.69
H2 1.37 5.77 -0.27
H3 1.90 3.86 0.75
H4 3.57 3.71 -0.06
O5 -7.86 3.19 0.76
S2 -7.06 2.34 1.66
O6 -7.64 1.09 2.14
O7 -5.61 2.07 0.90
C3 -4.48 2.26 1.71
C4 -4.91 3.43 2.67
O8 -6.35 3.16 2.97
H5 -4.12 1.42 2.31
H6 -3.65 2.55 1.08
H7 -4.83 4.47 2.35
H8 -4.47 3.24 3.65
C5 0.39 -6.66 -1.36
C6 0.65 -6.04 -0.10
C7 1.08 -4.77 -0.17
C8 1.49 -4.13 -1.31
C9 1.37 -4.80 -2.54
C10 0.94 -6.13 -2.56
H9 0.05 -7.68 -1.48
H10 0.35 -6.52 0.82
H11 1.40 -4.46 0.81
H12 1.92 -3.14 -1.30
H13 1.77 -4.27 -3.39
H14 0.93 -6.61 -3.53
C11 0.87 -0.82 4.07
C12 0.59 -1.79 5.04
C13 -0.15 -1.46 6.15
C14 -0.67 -0.10 6.32
C15 -0.29 0.82 5.34
C16 0.43 0.43 4.23
H15 1.36 -1.04 3.14
H16 1.06 -2.75 4.84
H17 -0.48 -2.22 6.84
H18 -1.32 0.03 7.18
H19 -0.64 1.80 5.64
H20 0.64 1.18 3.47
C17 1.62 0.13 -4.65
C18 1.45 -1.05 -5.36
C19 2.27 -2.12 -5.04
C20 3.17 -2.06 -4.01
C21 3.33 -0.89 -3.30
C22 2.56 0.20 -3.56
H21 1.14 1.06 -4.93
H22 0.91 -1.11 -6.29
H23 2.10 -3.03 -5.59
H24 3.86 -2.89 -3.91
H25 4.09 -0.72 -2.55
H26 2.69 1.08 -2.96
C23 -0.55 1.27 -1.35
C24 -0.33 -0.11 -1.41
C25 -0.42 -0.92 -0.26
C26 -0.77 -0.33 0.93
C27 -1.02 1.03 1.01
C28 -0.94 1.86 -0.14
H27 -0.40 1.82 -2.27
H28 -0.15 -0.56 -2.38
H29 -0.31 -2.00 -0.33
H30 -0.85 -0.87 1.86
H31 -1.31 1.41 1.98
H32 -1.25 2.89 -0.03

***

[7]
A structure of composition C28H33Br2N3O5SScSe2, computed with ωB97M-V with the def2-TZVPD basis set.

Summary:
- total charge = -1
- frontier orbital gap (eV) = 6.6
- LUMO level (eV) = 2.25
- E_HOMO (eV) = -4.324
- strongest force on any atom (Eh/bohr) = 0.0107

Positions of all 75 atoms, in Å:
Sc1 0.22 0.06 0.73
O1 2.01 1.27 0.93
C1 2.40 2.25 1.88
C2 2.19 1.76 3.31
C3 3.11 2.64 4.17
O2 2.97 2.42 5.57
C4 2.66 0.30 3.45
Se1 1.41 -1.11 2.87
C5 0.74 1.96 3.80
Se2 -0.75 1.87 2.49
H1 2.65 1.17 0.18
H2 1.82 3.16 1.69
H3 3.47 2.46 1.71
H4 2.92 3.70 3.94
H5 4.15 2.42 3.94
H6 2.02 2.42 5.77
H7 2.87 0.12 4.50
H8 3.61 0.19 2.91
H9 0.65 2.96 4.24
H10 0.52 1.22 4.57
Br1 0.05 -3.17 -3.29
C6 -0.96 -3.27 -1.69
C7 -2.00 -4.22 -1.63
C8 -2.80 -4.30 -0.53
Br2 -4.18 -5.61 -0.49
C9 -2.62 -3.42 0.57
C10 -3.40 -3.40 1.75
C11 -3.13 -2.49 2.72
C12 -2.09 -1.55 2.54
N1 -1.36 -1.55 1.45
C13 -1.58 -2.47 0.48
C14 -0.69 -2.39 -0.65
O3 0.28 -1.54 -0.65
H11 -2.16 -4.88 -2.47
H12 -4.20 -4.12 1.86
H13 -3.72 -2.46 3.63
H14 -1.86 -0.79 3.26
S1 3.70 0.29 -1.45
C15 3.68 -1.29 -0.81
N2 4.15 -1.56 0.42
C16 4.00 -2.85 1.09
C17 2.83 -3.60 0.50
C18 2.97 -3.65 -1.01
N3 3.20 -2.31 -1.54
H15 4.38 -0.75 0.96
H16 3.82 -2.64 2.15
H17 4.93 -3.42 0.99
H18 1.91 -3.06 0.76
H19 2.77 -4.61 0.91
H20 2.06 -4.02 -1.48
H21 3.79 -4.31 -1.30
H22 2.66 -2.02 -2.34
C19 -4.17 4.13 -5.13
C20 -3.34 3.38 -4.11
C21 -2.55 4.07 -3.20
C22 -1.80 3.39 -2.24
C23 -0.94 4.16 -1.27
C24 -1.87 2.00 -2.20
C25 -2.66 1.29 -3.10
C26 -2.73 -0.21 -3.06
C27 -3.38 1.99 -4.06
C28 -1.09 1.26 -1.16
O4 0.17 1.36 -1.11
O5 -1.71 0.53 -0.33
H23 -3.74 5.11 -5.34
H24 -5.19 4.28 -4.77
H25 -4.24 3.58 -6.07
H26 -2.51 5.15 -3.23
H27 -1.20 5.22 -1.29
H28 0.12 4.05 -1.53
H29 -1.04 3.79 -0.25
H30 -1.73 -0.66 -3.01
H31 -3.22 -0.60 -3.95
H32 -3.27 -0.56 -2.18
H33 -3.98 1.45 -4.78